No. 1
C24H56N3O21P5S | the ωB97M-V functional and the def2-TZVPD basis

E_HOMO: -9.5637 eV
SMILES: CCCOC[C@@H](C#N)[C@H](C#N)N=C=S.COP(=O)(OC)OC.COP(=O)(OC)OC.COP(=O)(OC)OC.COP(=O)(OC)OC.COP(=O)(OC)OC
HOMO-LUMO gap: 7.5 eV

CARTESIAN COORDINATES (ANGSTROEM)
C  3.27  3.68  5.28
C  3.88  2.87  4.10
C  3.49  1.40  4.11
O  2.09  1.15  4.12
C  1.47  1.51  2.90
C  0.61  2.76  3.16
C  0.77  3.82  2.16
N  0.95  4.71  1.46
C  -0.89  2.43  3.40
C  -1.56  3.67  3.87
N  -1.95  4.72  4.12
N  -0.93  1.36  4.43
C  -0.82  1.76  5.57
S  -0.30  2.33  6.92
H  2.65  3.05  5.92
H  2.57  4.41  4.86
H  4.02  4.23  5.85
H  3.57  3.34  3.15
H  4.96  2.98  4.18
H  3.89  0.96  3.18
H  4.01  0.90  4.92
H  0.85  0.66  2.58
H  2.19  1.69  2.10
H  0.96  3.19  4.10
H  -1.38  2.04  2.50
C  -1.62  -5.58  5.05
O  -1.28  -4.68  3.99
P  -0.12  -3.53  4.31
O  -0.25  -2.69  3.08
O  1.11  -4.58  4.24
C  1.29  -5.31  3.03
O  0.74  -2.59  5.33
C  0.31  -1.23  5.47
H  -2.26  -6.36  4.64
H  -0.73  -6.04  5.48
H  -2.17  -5.06  5.84
H  0.86  -4.81  2.17
H  0.85  -6.31  3.13
H  2.36  -5.43  2.87
H  -0.77  -1.18  5.62
H  0.59  -0.66  4.60
H  0.82  -0.81  6.34
C  -0.70  -4.67  -1.10
O  0.40  -5.61  -1.14
P  0.08  -7.15  -1.76
O  1.43  -7.64  -1.28
O  0.12  -6.65  -3.29
C  1.20  -5.83  -3.72
O  -0.43  -8.64  -2.28
C  -0.29  -9.74  -1.38
H  -0.30  -3.69  -0.84
H  -1.20  -4.60  -2.07
H  -1.42  -4.97  -0.34
H  2.08  -5.97  -3.10
H  0.90  -4.78  -3.71
H  1.44  -6.11  -4.74
H  -0.65  -9.48  -0.39
H  0.75  -10.05  -1.33
H  -0.89  -10.56  -1.77
C  4.60  -0.54  -0.39
O  5.66  0.17  0.27
P  7.24  -0.08  -0.33
O  7.85  0.66  0.83
O  6.93  0.92  -1.58
C  6.34  2.18  -1.31
O  8.65  -0.42  -1.14
C  9.71  -1.01  -0.39
H  3.65  -0.17  -0.01
H  4.63  -0.38  -1.47
H  4.68  -1.60  -0.17
H  6.53  2.52  -0.30
H  5.26  2.14  -1.49
H  6.77  2.90  -2.01
H  9.35  -1.84  0.22
H  10.18  -0.26  0.24
H  10.44  -1.39  -1.10
C  -3.93  6.61  1.25
O  -3.77  5.43  0.44
P  -3.71  5.65  -1.23
O  -3.75  4.19  -1.58
O  -2.20  6.21  -1.12
C  -1.24  5.43  -0.41
O  -3.76  6.20  -2.79
C  -4.77  5.61  -3.61
H  -3.77  6.32  2.29
H  -3.19  7.38  0.98
H  -4.93  7.02  1.14
H  -1.52  4.37  -0.39
H  -1.13  5.80  0.60
H  -0.28  5.53  -0.92
H  -5.74  5.62  -3.11
H  -4.50  4.59  -3.87
H  -4.84  6.20  -4.53
C  -6.61  2.38  -8.56
O  -5.98  1.14  -8.19
P  -5.60  0.92  -6.57
O  -4.82  -0.34  -6.75
O  -7.13  0.61  -6.13
C  -7.84  -0.42  -6.82
O  -5.24  1.13  -4.95
C  -3.86  1.02  -4.58
H  -6.93  2.30  -9.60
H  -7.48  2.58  -7.93
H  -5.90  3.21  -8.48
H  -7.16  -1.15  -7.26
H  -8.47  0.01  -7.59
H  -8.47  -0.92  -6.09
H  -3.25  1.63  -5.25
H  -3.55  -0.02  -4.62
H  -3.75  1.39  -3.56

Atomic partial charges in e from the Mulliken method, atoms 1 to 99: -0.90, -0.38, -0.72, -0.07, -1.17, 1.37, -0.41, -0.56, 0.00, -0.09, -0.49, -0.35, 0.58, -0.26, 0.14, 0.24, 0.36, 0.17, 0.52, 0.36, 0.37, 0.28, 0.69, -0.08, 0.52, -0.75, -0.29, 1.11, -0.65, -0.34, -0.68, -0.38, -0.92, 0.23, 0.35, 0.29, 0.31, 0.23, 0.28, 0.38, 0.48, 0.25, -0.81, -0.24, 1.08, -0.66, -0.34, -0.65, -0.33, -0.64, 0.23, 0.42, 0.29, 0.34, 0.24, 0.25, 0.32, 0.27, 0.24, -0.74, -0.11, 0.95, -0.64, -0.35, -0.62, -0.30, -0.64, 0.12, 0.37, 0.33, 0.33, 0.21, 0.26, 0.32, 0.27, 0.24, -0.78, -0.26, 1.02, -0.62, -0.38, -0.77, -0.32, -0.64, 0.22, 0.37, 0.30, 0.38, 0.27, 0.36, 0.32, 0.25, 0.25, -0.72, -0.31, 1.09, -0.68, -0.32, -0.66



No. 2
C24H56N7O6 | the ωB97M-V functional and the def2-TZVPD basis

E_HOMO: -10.9854 eV
HOMO-LUMO gap: 9.6 eV
Total charge: +1
Energy relative to the best compared isomer or geometry (same formula, charge and spin): 0.312 eV

CARTESIAN COORDINATES (ANGSTROEM)
C  -0.63  -0.94  -1.79
C  0.55  0.00  -2.10
C  0.16  1.32  -2.76
O  0.20  2.45  -1.89
C  -0.51  2.28  -0.72
C  -1.98  2.01  -0.90
N  -2.60  1.76  0.43
C  -4.10  1.73  0.33
C  -4.64  0.40  -0.19
C  -2.24  2.78  1.46
C  -0.79  3.22  1.40
N  -0.41  3.55  0.02
H  -0.79  -1.01  -0.72
H  -1.57  -0.64  -2.25
H  -0.41  -1.93  -2.17
H  1.10  0.14  -1.18
H  1.24  -0.53  -2.75
H  -0.80  1.22  -3.27
H  0.87  1.54  -3.55
H  -0.09  1.50  -0.06
H  -2.53  2.83  -1.37
H  -2.17  1.14  -1.52
H  -2.30  0.82  0.74
H  -4.42  2.58  -0.27
H  -4.49  1.89  1.33
H  -4.93  0.48  -1.23
H  -3.91  -0.38  -0.05
H  -5.54  0.13  0.35
H  -2.42  2.32  2.42
H  -2.89  3.64  1.35
H  -0.11  2.51  1.87
H  -0.73  4.14  1.98
H  0.58  3.75  0.07
C  -3.36  -1.95  2.83
C  -2.05  -1.73  2.11
O  -1.92  -0.90  1.20
N  -1.00  -2.46  2.48
C  -0.96  -3.48  3.52
H  -4.11  -1.28  2.42
H  -3.69  -2.98  2.71
H  -3.25  -1.73  3.90
H  -0.16  -2.27  1.96
H  -0.21  -3.20  4.27
H  -0.67  -4.43  3.08
H  -1.92  -3.60  4.00
C  -2.11  5.69  -2.45
C  -3.31  4.94  -2.95
O  -3.76  3.96  -2.37
N  -3.90  5.38  -4.09
C  -3.53  6.51  -4.92
H  -1.75  5.22  -1.54
H  -1.31  5.67  -3.19
H  -2.37  6.73  -2.23
H  -4.70  4.82  -4.36
H  -4.36  7.21  -4.97
H  -3.30  6.16  -5.93
H  -2.66  7.02  -4.52
C  4.10  -3.47  0.38
C  3.20  -2.26  0.37
O  1.98  -2.37  0.49
N  3.78  -1.05  0.22
C  5.20  -0.73  0.06
H  3.49  -4.36  0.50
H  4.65  -3.55  -0.57
H  4.81  -3.41  1.20
H  3.12  -0.29  0.22
H  5.51  -0.08  0.86
H  5.35  -0.22  -0.88
H  5.80  -1.63  0.07
C  9.31  2.13  -0.43
C  8.08  1.56  -1.08
O  7.42  0.68  -0.56
N  7.71  2.08  -2.28
C  8.37  3.12  -3.05
H  9.47  1.62  0.52
H  10.19  1.97  -1.06
H  9.19  3.20  -0.23
H  6.88  1.65  -2.67
H  7.67  3.95  -3.21
H  8.67  2.73  -4.02
H  9.24  3.49  -2.54
C  -3.89  -7.10  2.31
C  -3.37  -6.47  3.58
O  -3.35  -5.25  3.73
N  -2.91  -7.29  4.55
C  -2.86  -8.74  4.55
H  -4.22  -6.31  1.64
H  -3.11  -7.68  1.82
H  -4.74  -7.75  2.53
H  -2.58  -6.80  5.36
H  -3.45  -9.13  5.38
H  -1.82  -9.07  4.68
H  -3.24  -9.15  3.62

Partial charges, Mulliken, in e: -0.94, -0.10, -0.71, -0.52, -0.16, 0.39, 0.93, -0.31, -1.19, -0.67, -0.67, -0.32, -0.12, 0.51, 0.47, -0.04, 0.49, 0.34, 0.53, 0.20, -0.62, 0.42, -0.26, 0.31, 0.54, 0.32, 0.15, 0.41, 0.30, 0.54, 0.40, 0.43, 0.27, -1.34, 0.69, -0.52, -0.06, -1.06, 0.16, 0.33, 0.41, 0.15, 0.33, 0.28, 0.41, -1.04, 0.76, -0.68, -0.20, -0.88, -0.05, 0.35, 0.45, 0.26, 0.30, 0.29, 0.34, -1.48, 0.91, -0.61, 0.07, -0.99, 0.29, 0.40, 0.40, 0.08, 0.28, 0.32, 0.33, -1.37, 0.77, -0.53, -0.15, -0.85, 0.29, 0.37, 0.38, 0.21, 0.28, 0.29, 0.33, -1.34, 0.78, -0.60, -0.17, -0.87, 0.28, 0.37, 0.39, 0.23, 0.30, 0.29, 0.33



No. 3
C24H56N8O8 | the ωB97M-V functional and the def2-TZVPD basis

E_HOMO: -9.2621 eV
SMILES: CNC(C)=O.CNC(C)=O.CNC(C)=O.CNC(C)=O.CNC(C)=O.CNC(C)=O.CNC(C)=O.CNC(C)=O
HOMO-LUMO gap: 9.7 eV
Energy relative to the best compared isomer or geometry (same formula, charge and spin): 5.294 eV

CARTESIAN COORDINATES (ANGSTROEM)
C  1.43  3.66  -4.60
C  1.04  3.93  -5.98
O  0.03  3.41  -6.46
N  1.90  4.68  -6.65
C  3.12  5.35  -6.21
H  2.45  3.30  -4.46
H  0.76  2.84  -4.33
H  1.23  4.61  -4.10
H  1.80  4.58  -7.65
H  3.65  5.66  -7.12
H  3.78  4.63  -5.72
H  2.88  6.19  -5.57
C  0.95  -9.52  -4.11
C  0.86  -8.47  -2.93
O  0.68  -8.79  -1.80
N  1.11  -7.19  -3.22
C  1.24  -6.08  -2.22
H  1.05  -9.12  -5.12
H  0.09  -10.20  -4.08
H  1.86  -10.10  -3.95
H  1.32  -6.99  -4.18
H  0.51  -5.32  -2.48
H  2.21  -5.58  -2.28
H  0.92  -6.30  -1.20
C  -8.30  6.00  -1.26
C  -7.22  5.58  -0.31
O  -7.49  4.61  0.47
N  -5.91  6.03  -0.44
C  -4.88  5.74  0.51
H  -9.22  6.24  -0.73
H  -8.66  5.15  -1.85
H  -7.97  6.91  -1.77
H  -5.79  6.95  -0.85
H  -4.92  4.68  0.77
H  -5.03  6.38  1.37
H  -3.93  5.95  0.02
C  7.58  5.40  4.32
C  7.47  4.75  5.65
O  6.72  3.78  5.78
N  8.11  5.21  6.77
C  8.61  6.57  7.01
H  6.74  6.09  4.25
H  7.54  4.61  3.57
H  8.50  5.94  4.10
H  7.80  4.67  7.57
H  9.56  6.63  6.47
H  8.98  6.74  8.02
H  7.94  7.41  6.85
C  -4.23  -6.66  2.81
C  -4.28  -5.93  4.06
O  -4.07  -4.70  4.03
N  -4.60  -6.55  5.18
C  -4.90  -5.82  6.39
H  -4.81  -7.58  2.79
H  -3.18  -6.91  2.64
H  -4.45  -5.97  2.00
H  -5.06  -7.45  5.23
H  -3.96  -5.57  6.87
H  -5.48  -6.35  7.14
H  -5.54  -4.95  6.20
C  -9.03  -4.03  2.38
C  -9.11  -2.97  1.34
O  -10.09  -2.70  0.77
N  -8.02  -2.27  1.07
C  -7.87  -0.99  0.49
H  -10.01  -4.23  2.80
H  -8.23  -3.98  3.13
H  -8.66  -4.95  1.92
H  -7.27  -2.44  1.73
H  -7.07  -0.50  1.03
H  -8.72  -0.31  0.58
H  -7.47  -1.16  -0.51
C  8.11  1.46  -5.15
C  7.91  1.11  -3.63
O  7.73  2.05  -2.85
N  7.87  -0.20  -3.35
C  7.57  -0.85  -2.11
H  7.27  1.54  -5.83
H  8.89  0.83  -5.59
H  8.56  2.45  -5.02
H  7.76  -0.90  -4.07
H  6.61  -1.35  -2.20
H  7.57  -0.19  -1.25
H  8.24  -1.70  -2.03
C  2.25  1.43  0.95
C  1.47  0.23  0.66
O  1.97  -0.86  0.37
N  0.18  0.30  0.88
C  -0.82  -0.74  0.99
H  1.62  2.31  0.90
H  3.12  1.41  0.29
H  2.56  1.33  1.99
H  -0.17  1.25  0.95
H  -1.08  -1.26  0.06
H  -1.74  -0.35  1.44
H  -0.41  -1.50  1.64

Partial charges, Mulliken, in e: -0.99, 0.64, -0.66, -0.18, -0.77, 0.34, 0.27, 0.26, 0.27, 0.31, 0.27, 0.25, -0.96, 0.68, -0.61, -0.21, -0.86, 0.31, 0.28, 0.26, 0.20, 0.31, 0.28, 0.31, -0.85, 0.58, -0.64, -0.22, -0.81, 0.28, 0.24, 0.28, 0.25, 0.30, 0.28, 0.30, -0.91, 0.56, -0.64, -0.20, -0.90, 0.24, 0.29, 0.34, 0.27, 0.31, 0.36, 0.28, -0.94, 0.65, -0.67, -0.21, -0.85, 0.33, 0.26, 0.28, 0.27, 0.26, 0.35, 0.27, -1.06, 0.70, -0.59, -0.20, -0.91, 0.29, 0.33, 0.28, 0.24, 0.32, 0.31, 0.29, -1.00, 0.66, -0.64, -0.20, -0.87, 0.26, 0.33, 0.29, 0.24, 0.31, 0.33, 0.28, -0.96, 0.73, -0.68, -0.17, -0.85, 0.34, 0.27, 0.24, 0.21, 0.26, 0.33, 0.28



No. 4
C24H56N8O8 | the ωB97M-V functional and the def2-TZVPD basis

E_HOMO: -8.7343 eV
SMILES: CN(C)C=O.CN(C)C=O.CN(C)C=O.CN(C)C=O.CN(C)C=O.CN(C)C=O.CN(C)C=O.CN(C)C=O
HOMO-LUMO gap: 8.8 eV
Energy relative to the best compared isomer or geometry (same formula, charge and spin): 8.313 eV

CARTESIAN COORDINATES (ANGSTROEM)
C  -2.19  -1.45  4.64
O  -1.77  -0.37  4.21
N  -1.76  -2.08  5.70
C  -2.07  -3.44  6.11
C  -0.74  -1.45  6.56
H  -3.01  -1.93  4.09
H  -1.18  -3.96  6.47
H  -2.69  -3.90  5.34
H  -2.72  -3.29  6.97
H  0.24  -1.87  6.35
H  -0.74  -0.37  6.41
H  -0.92  -1.46  7.63
C  -0.14  1.95  1.41
O  0.29  3.11  1.45
N  -0.28  1.16  0.32
C  0.07  1.67  -0.96
C  -0.64  -0.28  0.59
H  -0.49  1.38  2.30
H  0.93  1.11  -1.31
H  0.19  2.75  -0.99
H  -0.65  1.34  -1.72
H  -1.61  -0.52  0.17
H  0.11  -0.89  0.08
H  -0.63  -0.53  1.65
C  0.55  -1.34  -3.89
O  0.41  -1.23  -2.67
N  0.13  -0.48  -4.84
C  -0.58  0.74  -4.47
C  0.64  -0.49  -6.24
H  1.09  -2.21  -4.28
H  0.09  1.60  -4.46
H  -1.14  0.64  -3.54
H  -1.30  1.04  -5.23
H  1.29  -1.30  -6.55
H  -0.31  -0.58  -6.77
H  1.20  0.37  -6.63
C  -4.05  -4.06  -1.57
O  -3.85  -4.81  -2.49
N  -3.73  -2.73  -1.68
C  -4.24  -1.73  -0.68
C  -2.92  -2.20  -2.87
H  -4.39  -4.32  -0.56
H  -3.41  -1.10  -0.38
H  -4.61  -2.17  0.24
H  -4.94  -0.99  -1.09
H  -2.40  -2.94  -3.48
H  -3.42  -1.58  -3.62
H  -2.18  -1.62  -2.32
C  2.09  0.98  6.43
O  2.78  1.74  7.12
N  2.14  1.03  5.05
C  3.05  1.91  4.30
C  1.43  0.00  4.37
H  1.41  0.25  6.90
H  3.27  2.73  4.98
H  2.61  2.26  3.37
H  3.97  1.43  3.95
H  1.82  -0.23  3.38
H  1.30  -0.88  4.99
H  0.40  0.33  4.22
C  5.27  2.88  -4.95
O  4.64  3.93  -4.90
N  4.77  1.86  -4.31
C  5.56  0.64  -4.43
C  3.42  1.66  -3.76
H  6.23  2.76  -5.47
H  6.45  0.84  -3.84
H  5.85  0.35  -5.44
H  5.11  -0.30  -4.12
H  2.77  2.54  -3.78
H  2.98  0.83  -4.30
H  3.55  1.32  -2.74
C  -0.66  -5.54  0.64
O  -1.04  -6.47  1.31
N  -0.78  -5.42  -0.73
C  -0.11  -4.28  -1.36
C  -1.29  -6.56  -1.59
H  -0.05  -4.73  1.07
H  0.81  -4.77  -1.68
H  0.01  -3.40  -0.73
H  -0.72  -4.02  -2.23
H  -0.52  -7.01  -2.22
H  -1.69  -7.34  -0.95
H  -2.15  -6.38  -2.25
C  -1.82  5.85  1.53
O  -2.81  6.17  2.24
N  -1.00  6.75  0.88
C  -1.20  8.17  0.87
C  0.23  6.17  0.34
H  -1.50  4.82  1.29
H  -0.47  8.85  1.31
H  -2.17  8.52  1.24
H  -1.38  8.60  -0.12
H  0.97  6.93  0.10
H  0.78  5.66  1.13
H  0.15  5.41  -0.44

Partial charges, Mulliken, in e: 0.05, -0.64, 0.20, -0.94, -1.20, 0.37, 0.29, 0.31, 0.37, 0.45, 0.39, 0.41, -0.20, -0.61, 0.24, -0.54, 0.46, 0.60, 0.35, 0.03, 0.06, -0.69, 0.20, 0.12, -0.16, -0.45, 0.30, -0.90, -1.04, 0.41, 0.26, 0.16, 0.41, 0.34, 0.39, 0.32, 0.14, -0.60, 0.26, -0.56, -0.77, 0.28, -0.13, 0.28, 0.32, 0.26, 0.39, 0.05, 0.06, -0.60, 0.19, -0.84, -1.21, 0.33, 0.33, 0.24, 0.32, 0.44, 0.33, 0.40, 0.11, -0.62, 0.12, -1.14, -0.92, 0.34, 0.40, 0.37, 0.34, 0.35, 0.26, 0.38, 0.09, -0.60, 0.25, -0.59, -0.94, 0.35, 0.41, -0.02, 0.12, 0.34, 0.33, 0.27, 0.27, -0.64, 0.10, -1.00, -0.91, 0.16, 0.34, 0.35, 0.36, 0.37, 0.34, 0.22



Question: The highest E_HOMO belongs to which entry?
Answer: number 4



Question: The lowest HOMO-LUMO gap belongs to which entry?
Answer: C24H56N3O21P5S